Formula: C67H55ClF4N2O4P2STi
Source: the OMol25 dataset
Level of theory: ωB97M-V/def2-TZVPD

Its charge is +1. As for the expectation value of S²: 0.75. The relative energy (zero: lowest compared OMol25 entry of this formula, charge and spin) comes out at 120.2 kJ/mol. Its multiplicity is 2.

Last column: Mulliken spin population.
Positions of all 137 atoms, in Å:
Ti  -0.18  -0.09  0.37  0.864
O  1.55  0.55  -0.45  0.007
S  1.11  -0.11  -1.77  0.059
C  2.02  0.82  -2.99  0.028
C  3.15  0.35  -3.60  -0.004
C  3.73  1.01  -4.70  0.001
C  3.12  2.13  -5.19  0.000
C  3.44  3.01  -6.37  0.000
C  2.34  4.10  -6.37  0.000
C  1.46  3.76  -5.19  0.000
C  0.32  4.34  -4.70  0.000
C  -0.26  3.79  -3.55  -0.001
C  0.22  2.68  -2.89  0.022
P  -0.69  2.26  -1.31  0.055
C  -2.37  2.24  -2.08  -0.008
C  -3.47  3.00  -1.68  -0.001
C  -4.69  2.88  -2.34  0.000
C  -4.83  1.98  -3.39  0.000
C  -3.74  1.22  -3.79  0.001
C  -2.52  1.35  -3.14  0.003
C  -0.51  3.89  -0.47  -0.006
C  -1.44  4.35  0.46  0.002
C  -1.23  5.54  1.14  0.004
C  -0.07  6.27  0.94  0.000
C  0.89  5.79  0.05  0.000
C  0.67  4.61  -0.64  -0.005
C  1.37  2.02  -3.42  -0.010
C  1.97  2.62  -4.54  0.001
C  1.91  -1.71  -1.83  -0.052
C  1.71  -2.30  -3.06  -0.008
C  2.31  -3.51  -3.44  0.000
C  3.17  -4.09  -2.54  0.001
C  4.00  -5.34  -2.65  0.000
C  4.81  -5.39  -1.33  0.000
C  4.32  -4.21  -0.53  0.000
C  4.64  -3.78  0.72  0.000
C  3.89  -2.71  1.25  -0.002
C  2.89  -2.03  0.57  0.017
P  1.83  -0.99  1.66  0.010
C  3.15  0.01  2.45  -0.004
C  3.94  0.77  1.59  0.002
C  5.02  1.49  2.08  0.001
C  5.32  1.47  3.43  -0.001
C  4.52  0.73  4.30  0.000
C  3.43  0.01  3.81  -0.005
C  1.34  -2.16  2.99  -0.011
C  1.49  -3.54  2.93  0.000
C  1.02  -4.34  3.97  0.001
C  0.42  -3.77  5.08  -0.001
C  0.25  -2.39  5.13  0.001
C  0.70  -1.60  4.09  0.002
C  2.68  -2.35  -0.81  0.002
C  3.36  -3.50  -1.28  0.005
H  3.61  -0.56  -3.25  0.001
H  4.62  0.60  -5.16  0.000
H  3.43  2.42  -7.29  0.000
H  4.44  3.44  -6.28  0.000
H  1.77  4.11  -7.29  0.000
H  2.77  5.10  -6.25  0.000
H  -0.13  5.20  -5.17  0.000
H  -1.14  4.28  -3.16  0.001
H  -3.39  3.71  -0.88  0.000
H  -5.52  3.49  -2.04  0.000
H  -5.78  1.88  -3.90  0.000
H  -3.83  0.52  -4.61  0.000
H  -1.67  0.77  -3.48  0.000
H  -2.33  3.78  0.67  -0.005
H  -1.98  5.89  1.84  0.000
H  0.09  7.20  1.46  0.000
H  1.81  6.34  -0.10  0.000
H  1.43  4.25  -1.32  0.000
H  1.07  -1.80  -3.77  -0.002
H  2.12  -3.94  -4.41  0.000
H  4.65  -5.32  -3.53  0.000
H  3.35  -6.20  -2.75  0.000
H  5.89  -5.31  -1.51  0.000
H  4.64  -6.32  -0.79  0.000
H  5.40  -4.26  1.32  0.000
H  4.07  -2.44  2.29  0.000
H  3.72  0.79  0.53  -0.001
H  5.64  2.07  1.40  0.000
H  6.17  2.01  3.82  0.000
H  4.74  0.71  5.35  0.000
H  2.83  -0.56  4.50  0.000
H  1.94  -4.01  2.07  0.000
H  1.13  -5.41  3.90  0.000
H  0.08  -4.39  5.89  0.000
H  -0.23  -1.94  5.99  0.000
H  0.53  -0.52  4.11  0.007
C  0.40  1.83  4.53  0.001
N  0.31  1.70  3.08  -0.041
C  1.15  2.74  2.47  0.030
C  -1.08  1.83  2.64  0.218
C  -1.85  0.52  2.78  -0.109
N  -1.29  -0.52  1.91  -0.021
C  -1.73  -1.80  2.04  -0.036
C  -1.20  -2.81  1.22  0.017
F  -0.24  -2.43  0.28  0.023
C  -1.51  -4.14  1.29  0.001
F  -0.90  -4.99  0.46  0.000
C  -2.41  -4.60  2.23  0.000
C  -2.96  -3.65  3.06  0.001
F  -3.83  -4.04  4.00  0.000
C  -2.66  -2.31  2.98  -0.003
F  -3.28  -1.50  3.85  0.000
H  0.10  2.83  4.86  0.001
H  1.43  1.65  4.85  0.000
H  -0.25  1.10  5.02  0.000
H  0.77  3.75  2.66  0.000
H  1.23  2.59  1.39  -0.009
H  2.16  2.67  2.88  0.000
H  -1.07  2.10  1.58  -0.045
H  -1.60  2.62  3.19  0.013
H  -2.90  0.70  2.55  -0.004
H  -1.79  0.20  3.82  -0.010
H  -2.65  -5.65  2.31  0.000
C  -5.87  -3.39  1.04  0.000
C  -5.79  -1.89  0.90  0.000
C  -6.75  -1.06  1.44  0.000
C  -6.69  0.31  1.24  0.000
Cl  -7.95  1.33  1.86  0.000
C  -5.65  0.87  0.53  0.002
C  -4.67  0.05  -0.01  0.006
C  -4.74  -1.32  0.16  0.002
O  -3.82  -2.20  -0.36  0.000
C  -3.31  -1.93  -1.65  -0.001
C  -1.91  -1.31  -1.66  0.029
O  -1.14  -1.61  -2.55  -0.001
O  -1.64  -0.46  -0.69  -0.028
H  -6.79  -3.69  1.53  0.000
H  -5.02  -3.77  1.62  0.000
H  -5.81  -3.85  0.06  0.000
H  -7.57  -1.48  2.01  0.000
H  -5.60  1.95  0.39  0.000
H  -3.85  0.49  -0.56  -0.004
H  -3.98  -1.28  -2.21  0.000
H  -3.23  -2.89  -2.18  0.000


Formula: C4H9N3
Source: the OMol25 dataset
Level of theory: ωB97M-V/def2-TZVPD

Its charge is 0. The relative energy (zero: lowest compared OMol25 entry of this formula, charge and spin) comes out at 409.0 kJ/mol.

Last column: Mulliken charge in e.
Positions of all 16 atoms, in Å:
C  0.45  0.10  -0.93  -0.363
C  -0.80  -0.15  -0.06  0.280
C  -1.28  0.94  0.88  -1.423
N  1.15  -1.17  -0.45  -0.066
N  1.18  1.30  -0.67  -0.596
C  -0.13  -1.36  0.64  -0.166
N  1.15  -1.22  1.04  -0.751
H  1.12  -2.02  -1.00  0.298
H  0.26  0.01  -2.00  0.447
H  -1.62  -0.49  -0.71  0.362
H  2.01  1.37  -1.25  0.237
H  1.47  1.31  0.30  0.287
H  -0.73  -2.26  0.84  0.379
H  -2.15  0.60  1.44  0.406
H  -0.50  1.20  1.59  0.329
H  -1.56  1.84  0.33  0.340


Formula: C26H26IN9O6S2Ti
Source: the OMol25 dataset
Level of theory: ωB97M-V/def2-TZVPD

Its charge is +1. As for the expectation value of S²: 0.76. The relative energy (zero: lowest compared OMol25 entry of this formula, charge and spin) comes out at 249.4 kJ/mol. Its multiplicity is 2.

Last column: Mulliken spin population.
Positions of all 71 atoms, in Å:
Ti  -0.44  0.41  -0.40  0.808
C  -2.15  2.62  2.99  0.003
C  -0.69  2.28  3.04  -0.010
N  -0.06  2.38  4.19  0.028
C  1.25  2.14  4.25  -0.008
C  2.02  1.76  3.18  0.012
C  3.51  1.61  3.34  0.001
O  4.01  0.39  2.80  0.002
C  1.36  1.55  1.94  0.048
C  2.06  1.11  0.79  0.056
N  1.49  0.74  -0.34  -0.020
C  2.36  0.62  -1.44  0.023
C  3.41  -0.30  -1.48  -0.001
C  4.27  -0.32  -2.56  0.002
C  4.14  0.60  -3.58  -0.002
C  3.11  1.53  -3.56  0.003
C  2.23  1.51  -2.50  -0.006
I  0.56  2.82  -2.38  -0.006
C  -0.04  1.84  1.87  -0.020
O  -0.69  1.71  0.73  0.003
H  -2.54  2.68  4.00  -0.001
H  -2.69  1.86  2.43  -0.001
H  -2.29  3.58  2.50  -0.001
H  1.68  2.28  5.23  0.000
H  3.75  1.67  4.40  0.000
H  4.00  2.45  2.82  0.001
H  4.92  0.29  3.09  0.000
H  3.15  1.13  0.83  0.006
H  3.50  -1.01  -0.66  0.001
H  5.07  -1.05  -2.58  0.000
H  4.83  0.59  -4.41  0.000
H  3.01  2.26  -4.35  0.000
O  -2.06  -1.34  4.98  0.000
C  -0.79  -1.67  5.09  0.001
O  -0.32  -2.12  6.10  0.000
C  0.10  -1.49  3.89  0.003
C  1.47  -1.63  3.95  0.000
N  1.95  -1.47  2.71  0.007
N  0.98  -1.22  1.83  0.017
C  -0.16  -1.22  2.53  -0.011
C  -1.42  -0.92  1.82  0.013
O  -2.48  -0.76  2.40  0.004
O  -1.28  -0.84  0.53  -0.002
H  -2.34  -1.02  4.09  0.000
H  2.10  -1.86  4.79  0.000
H  2.92  -1.35  2.44  0.000
N  -0.13  -2.89  -0.57  0.017
N  0.38  -3.45  -1.74  -0.003
C  0.60  -2.67  -2.81  0.000
N  1.06  -3.26  -3.92  0.000
S  0.33  -1.02  -2.80  -0.010
H  0.56  -2.85  0.19  -0.001
H  -0.96  -3.39  -0.25  -0.001
H  0.56  -4.45  -1.81  0.001
H  1.19  -4.25  -3.99  0.000
H  1.19  -2.69  -4.75  0.000
N  -5.88  1.02  -5.03  0.000
C  -5.44  0.02  -4.25  -0.002
S  -6.21  -1.44  -4.25  0.006
C  -4.30  0.23  -3.37  0.009
C  -3.62  -0.88  -2.84  -0.014
C  -2.57  -0.70  -1.98  0.015
N  -2.10  0.52  -1.63  0.011
C  -2.76  1.58  -2.11  0.020
C  -3.84  1.49  -2.96  -0.005
H  -6.69  0.83  -5.61  0.000
H  -5.40  1.90  -5.12  0.000
H  -3.96  -1.86  -3.11  0.000
H  -2.08  -1.56  -1.55  0.003
H  -2.41  2.56  -1.78  0.000
H  -4.34  2.40  -3.27  0.000


Formula: C2H8S2
Source: the OMol25 dataset
Level of theory: ωB97M-V/def2-TZVPD

Its charge is 0. The relative energy (zero: lowest compared OMol25 entry of this formula, charge and spin) comes out at 49.9 kJ/mol. As for the SMILES: CSS.C.

Last column: Mulliken charge in e.
Positions of all 12 atoms, in Å:
C  -2.57  1.19  2.60  -0.850
H  -2.09  1.17  3.58  0.239
H  -2.69  2.22  2.28  0.221
H  -3.54  0.74  2.82  0.256
H  -2.12  0.57  1.82  0.140
C  2.56  -0.94  -2.31  -0.779
S  0.87  -0.19  -2.65  -0.066
S  0.32  -0.01  -0.61  -0.164
H  2.57  -1.70  -1.53  0.299
H  3.31  -0.16  -2.27  0.270
H  2.78  -1.56  -3.20  0.267
H  0.61  -1.33  -0.53  0.169